96
Properties=species:S:1:pos:R:3:lowdin_charge:R:1 method="wB97M-V/def2-TZVPD" e_lumo_ev=2.29 charge=-1 homo_ev=-4.7123 homo_lumo_gap_ev=7.006
Cd -1.510 0.634 -0.193 1.267
C 1.110 5.144 1.263 -0.023
C 0.401 4.297 0.257 -0.263
C -0.328 4.716 -0.836 0.023
C -0.822 3.543 -1.434 -0.260
N -0.417 2.496 -0.732 0.006
N 0.343 2.950 0.296 0.023
B 1.204 2.028 1.189 -0.518
N 2.160 1.202 0.298 0.013
N 1.787 0.591 -0.848 0.130
C 2.900 0.170 -1.436 -0.269
C 4.016 0.467 -0.626 0.002
C 3.505 1.150 0.453 -0.281
C 4.261 1.745 1.596 -0.033
C 2.964 -0.512 -2.782 -0.553
C 4.173 0.031 -3.560 -0.065
C 1.708 -0.245 -3.610 -0.057
C 3.161 -2.020 -2.570 -0.049
N 0.387 1.170 2.195 0.023
N -0.554 0.222 1.913 0.037
C -1.008 -0.240 3.087 -0.256
C -0.340 0.421 4.130 0.003
C 0.517 1.310 3.530 -0.267
C 1.428 2.278 4.214 -0.023
C -2.051 -1.302 3.398 -0.532
C -2.837 -1.863 2.225 -0.051
C -3.074 -0.680 4.366 -0.044
C -1.317 -2.463 4.093 -0.051
C -1.650 3.471 -2.691 -0.537
C -0.916 4.265 -3.783 -0.055
C -1.848 2.033 -3.175 -0.054
C -3.026 4.109 -2.435 -0.034
H 0.940 6.194 1.037 0.077
H 2.185 4.957 1.268 0.076
H 0.729 4.940 2.265 0.074
H -0.499 5.730 -1.153 0.107
H 1.899 2.724 1.856 0.092
H 5.055 0.249 -0.813 0.099
H 5.324 1.543 1.466 0.075
H 3.944 1.321 2.550 0.068
H 4.121 2.826 1.649 0.074
H 4.114 1.118 -3.643 0.087
H 4.186 -0.392 -4.568 0.080
H 5.113 -0.225 -3.068 0.070
H 1.698 0.793 -3.951 0.081
H 0.819 -0.404 -3.015 0.043
H 1.681 -0.898 -4.485 0.083
H 4.034 -2.205 -1.939 0.078
H 3.311 -2.523 -3.529 0.078
H 2.288 -2.455 -2.078 0.070
H -0.467 0.273 5.189 0.107
H 1.310 2.170 5.291 0.079
H 1.180 3.304 3.941 0.072
H 2.472 2.106 3.951 0.061
H -3.585 -1.165 1.873 0.050
H -3.368 -2.762 2.552 0.093
H -2.201 -2.129 1.387 0.032
H -3.492 0.222 3.919 0.081
H -2.620 -0.417 5.324 0.072
H -3.885 -1.390 4.546 0.086
H -0.637 -2.958 3.393 0.072
H -2.037 -3.200 4.457 0.081
H -0.725 -2.105 4.937 0.073
H 0.077 3.847 -3.964 0.084
H -0.797 5.312 -3.499 0.072
H -1.484 4.226 -4.715 0.078
H -0.895 1.508 -3.280 0.070
H -2.348 2.053 -4.145 0.093
H -2.501 1.479 -2.500 0.031
H -2.935 5.055 -1.898 0.079
H -3.655 3.437 -1.850 0.054
H -3.525 4.297 -3.390 0.084
O -3.253 -0.455 -0.710 -0.596
S -4.303 0.565 -0.324 0.000
O -4.685 1.352 -1.486 -0.437
O -5.410 -0.084 0.357 -0.424
S -3.355 1.812 0.988 0.168
C -0.282 -6.267 -1.560 -0.084
C -0.334 -5.959 -0.064 -0.406
C 1.032 -5.496 0.440 -0.073
C -1.419 -4.915 0.256 -0.114
N -1.263 -3.681 -0.481 -0.101
C -0.646 -2.544 -0.132 -0.197
N -0.778 -1.688 -1.111 -0.027
N -1.482 -2.318 -2.074 -0.006
N -1.778 -3.504 -1.713 0.075
H 0.345 -7.140 -1.749 0.075
H 0.134 -5.423 -2.111 0.073
H -1.278 -6.463 -1.959 0.076
H -0.615 -6.871 0.471 0.131
H 1.292 -4.527 0.011 0.068
H 1.807 -6.206 0.150 0.078
H 1.044 -5.405 1.529 0.078
H -1.404 -4.667 1.318 0.120
H -2.403 -5.311 0.006 0.131
H -0.116 -2.379 0.791 0.126